1.
A structure of composition C15H21Cl3N6O3PdSSi. Source: the Open Molecules 2025 dataset; level of theory: ωB97M-V with the def2-TZVPD basis set.

```
51
Properties=species:S:1:pos:R:3:forces:R:3:nbo_charge:R:1
Pd 1.0423 -1.8835 -0.6604 1.1 -0.6 0.1 0.5843
N -6.1148 2.1085 -2.5032 -0.1 0.1 -0.1 -0.7943
C -4.8336 1.7733 -2.1009 0.1 0.0 0.0 0.1893
C -4.3361 2.2060 -0.8708 0.0 0.0 0.0 -0.2852
C -3.0462 1.8902 -0.4851 0.0 0.1 0.0 -0.1449
C -2.2246 1.1662 -1.3351 -0.3 -0.4 0.2 -0.3282
C -2.7139 0.7186 -2.5559 0.1 0.1 -0.1 -0.1682
C -4.0005 1.0284 -2.9430 0.0 0.0 0.0 -0.2679
S -0.6949 0.5493 -0.7436 -0.1 0.1 0.0 2.3084
O 0.2438 0.5256 -1.8461 0.0 0.3 -0.1 -0.9804
O -0.3467 1.3154 0.4309 0.0 -0.1 0.0 -0.9707
N -0.9163 -1.0246 -0.4137 0.3 -0.2 -0.1 -0.9855
C -1.3611 -1.4843 0.8033 -0.2 0.0 -0.3 0.5444
N -0.7449 -2.6128 1.2126 -0.2 0.0 0.0 -0.5125
C -1.2013 -3.1775 2.3196 -0.1 0.1 0.1 0.0982
C -2.2416 -2.6274 3.0533 0.0 0.0 0.0 -0.3593
C -2.7710 -1.4420 2.5666 0.0 -0.1 0.1 0.0991
N -2.3540 -0.8632 1.4489 0.1 0.0 0.0 -0.4836
H -6.7619 2.3675 -1.7783 0.0 0.0 0.0 0.3808
H -6.5219 1.5414 -3.2270 0.0 0.0 0.0 0.3810
H -4.9706 2.7815 -0.2075 0.0 0.0 0.0 0.2076
H -2.6709 2.2023 0.4784 0.0 0.0 0.0 0.2413
H -2.0793 0.1281 -3.2038 0.0 0.0 0.0 0.2354
H -4.3749 0.6845 -3.8995 0.0 0.0 0.0 0.2080
H -0.7070 -4.0898 2.6353 0.0 0.0 0.0 0.1966
H -2.6144 -3.0919 3.9536 0.0 0.0 0.0 0.2237
H -3.5738 -0.9378 3.0954 0.0 0.0 0.0 0.1923
Cl 2.0546 -5.1253 -1.2742 0.3 0.1 0.1 -0.3499
Si 1.0756 -3.5396 -2.0980 -1.3 0.6 0.1 1.1991
Cl 1.9879 -2.9088 -3.8104 0.3 0.0 0.0 -0.3571
Cl -0.7718 -4.2103 -2.6317 -0.1 -0.1 -0.1 -0.3606
C 3.7582 -0.7502 -1.2414 0.0 -0.1 0.1 -0.4069
N 3.8931 0.2504 -0.1841 0.1 -0.1 0.1 -0.4405
C 4.8179 1.3449 -0.4299 0.0 0.0 -0.1 -0.4028
C 3.0307 0.1150 0.8658 -0.3 0.1 -0.1 0.8197
O 2.2964 -0.9011 0.8909 0.3 0.0 0.1 -0.7889
N 2.9009 1.0134 1.8732 0.0 0.0 0.1 -0.4202
C 1.8178 0.8097 2.8322 0.0 0.0 0.0 -0.4052
C 3.6094 2.2483 2.1514 0.0 0.1 0.0 -0.4047
H 4.5215 -0.5706 -1.9925 0.0 0.0 0.0 0.2123
H 2.7820 -0.6742 -1.7412 0.1 0.0 0.0 0.2124
H 3.9027 -1.7607 -0.8515 0.0 0.0 0.0 0.2111
H 5.3399 1.1365 -1.3588 0.0 0.0 0.0 0.2152
H 5.5774 1.4234 0.3485 0.0 0.0 0.0 0.1957
H 4.3077 2.3025 -0.5493 0.0 0.0 0.0 0.2049
H 1.2278 -0.0552 2.5621 0.0 0.0 0.0 0.2526
H 1.1727 1.6897 2.8287 0.0 0.0 0.0 0.2076
H 2.2345 0.6756 3.8341 0.0 0.0 0.0 0.1842
H 4.4697 2.4100 1.5232 -0.1 0.0 0.1 0.2118
H 3.9529 2.2271 3.1885 0.0 0.0 0.0 0.1978
H 2.9302 3.0977 2.0402 0.0 0.0 0.0 0.2024
```
Forces are in eV/Å.

E_LUMO (eV): -1.1865
Highest occupied orbital energy (eV): -7.75
HOMO-LUMO gap (eV): 6.56



2.
A cluster of 14 separate species, C35H105N21O14 in total. Source: the Open Molecules 2025 dataset; level of theory: ωB97M-V with the def2-TZVPD basis set.

```
175
Properties=species:S:1:pos:R:3:forces:R:3:lowdin_charge:R:1
C 1.3397 -5.2983 3.6496 -1.1 2.9 1.2 -0.7622
O 0.4842 -4.4053 3.6446 0.2 -0.3 0.4 0.0071
N 2.3079 -5.3214 4.5536 1.8 0.9 2.9 0.1555
N 1.4191 -6.2205 2.7735 -0.2 -3.1 -3.2 0.2090
H 3.0919 -5.9536 4.6293 -0.4 0.0 -0.3 0.1136
H 2.2115 -4.6315 5.2849 0.1 -0.2 -0.1 0.1131
H 2.1943 -6.8674 2.7983 -0.5 0.0 -0.5 0.1266
H 0.7585 -6.1483 2.0130 0.3 -0.4 -0.3 0.1307
C 1.6070 3.5477 1.9731 -2.2 1.6 0.3 -0.8273
O 0.8572 4.1146 2.7265 -1.4 1.0 2.2 0.0321
N 1.5803 3.7437 0.6950 -1.1 1.9 -5.7 0.1785
N 2.5152 2.7011 2.2393 3.9 -3.5 2.3 0.2129
H 1.0080 4.4824 0.3117 0.0 -0.3 0.3 0.1176
H 2.0025 3.1315 0.0116 -0.1 0.1 0.3 0.0828
H 2.6824 2.4735 3.2090 0.4 -0.1 -0.4 0.1025
H 3.2069 2.6432 1.5057 0.6 -0.7 0.9 0.0879
C -1.6247 -3.7947 0.6990 -0.1 -1.1 -4.5 -0.7967
O -1.0009 -4.6544 0.0783 0.3 -0.7 -0.8 -0.0021
N -2.5106 -2.9759 0.1613 -2.6 1.6 -3.0 0.1678
N -1.4408 -3.5505 1.8974 2.2 0.4 7.5 0.1913
H -2.7004 -3.0486 -0.8281 0.0 -0.1 0.3 0.1094
H -3.0744 -2.3271 0.6917 0.3 -0.3 0.0 0.0819
H -2.0394 -2.9960 2.4926 0.0 0.0 -0.4 0.0730
H -0.6610 -4.0479 2.3031 -0.1 0.1 0.7 0.0622
C 3.5549 -0.2877 -4.4899 -3.0 -2.2 1.9 -0.7721
O 4.2367 -0.7442 -3.6023 1.0 -1.2 2.2 0.0048
N 4.1061 0.3077 -5.4464 2.9 3.4 -5.1 0.1812
N 2.2256 -0.4321 -4.5916 -0.9 -0.4 1.0 0.2090
H 5.1085 0.1880 -5.4791 -0.2 0.7 -0.3 0.1332
H 3.5600 0.9399 -6.0140 0.7 -0.2 -0.3 0.1260
H 1.6866 -0.2655 -5.4293 0.3 -0.1 0.3 0.1053
H 1.8403 -1.0005 -3.8509 -0.7 -0.1 -0.1 0.0647
C 2.0528 1.3833 5.7011 -0.2 -0.1 0.8 -0.7800
O 1.8405 0.2066 5.7669 -1.1 -2.4 -0.5 0.0485
N 1.2105 2.3486 5.3798 -1.5 0.4 -0.6 0.1870
N 3.2303 1.8698 6.0446 3.1 1.2 0.8 0.1628
H 1.6019 3.2796 5.3739 -1.0 0.0 -0.8 0.1061
H 0.4421 2.0229 4.8109 -0.2 0.9 0.0 0.1206
H 3.8486 1.2321 6.5253 -0.1 0.5 0.1 0.1079
H 3.2323 2.8584 6.2517 0.8 -0.3 0.3 0.1107
C 4.0377 -2.6612 1.5237 -0.3 1.3 -1.2 -0.6977
O 3.8530 -3.4199 0.5853 0.4 -1.2 -0.8 -0.0038
N 4.4968 -1.4194 1.4119 1.0 1.7 -0.4 0.1965
N 3.6833 -2.8846 2.7439 -1.0 -2.8 2.9 0.1906
H 4.6341 -0.8576 2.2399 -0.3 0.0 -0.4 0.0637
H 4.7252 -1.0197 0.5129 0.3 -0.4 -0.4 0.0404
H 4.0023 -2.3192 3.5176 -0.7 0.1 0.2 0.0219
H 3.2089 -3.7460 2.9741 0.2 0.1 -0.1 0.0863
C 1.7161 -2.9974 -1.8896 1.7 -0.4 0.9 -0.8819
O 0.9181 -2.7916 -2.7256 -4.8 1.3 -4.5 0.0498
N 1.6968 -3.8715 -0.9729 -4.1 -6.0 3.8 0.1904
N 2.8308 -2.4291 -1.7621 6.7 5.2 -0.9 0.1943
H 0.7846 -4.2970 -0.8896 0.0 -0.5 0.7 0.0792
H 2.3951 -4.0053 -0.2555 -0.2 0.2 -0.2 0.0728
H 3.4146 -2.7021 -0.9844 0.3 0.3 -0.2 0.0661
H 3.2470 -1.8239 -2.4553 -0.1 0.0 0.0 0.0607
C 5.6742 -2.7767 5.8721 0.5 0.0 1.5 -0.0471
C 5.3714 -1.4016 5.3170 -0.1 -0.4 -0.9 -0.4223
C 6.1988 -1.0981 4.0921 0.0 0.6 -1.1 -0.1489
O 5.8846 0.2177 3.4774 -0.5 -2.3 0.3 -0.2270
C 6.4900 1.3064 4.0981 1.2 -0.4 -0.1 -0.1054
N 3.9523 -1.4815 4.9895 0.2 1.6 0.8 0.0410
H 5.0184 -3.5893 5.5595 0.1 0.3 -0.9 0.0720
H 5.3823 -2.7105 6.9202 0.5 -0.1 0.4 0.0813
H 6.7189 -3.0757 5.7865 0.0 0.0 0.1 0.0847
H 5.5942 -0.5619 5.9753 0.0 -0.3 0.8 0.1265
H 6.0512 -1.8758 3.3428 -0.4 0.3 -0.3 0.1135
H 7.2692 -1.2007 4.2709 0.2 0.6 0.5 0.1270
H 7.5466 1.0525 4.1825 0.4 0.2 0.5 0.0914
H 6.0721 1.5065 5.0847 -0.1 0.4 0.0 0.0753
H 6.5008 2.1521 3.4104 -0.7 0.1 0.2 0.0751
H 3.4627 -1.8046 5.8117 -0.2 -0.5 0.1 0.0921
H 3.5958 -0.5365 4.9792 -0.4 0.2 -0.7 0.0471
C 3.8265 1.2470 -1.0142 1.1 -0.8 0.7 -0.0056
C 5.3736 0.9152 -0.7906 -0.3 2.2 -0.9 -0.3800
C 5.9273 1.4323 0.5656 -2.3 -0.5 -0.3 -0.1695
O 5.5286 2.8184 0.7438 1.9 -0.4 -0.2 -0.2161
C 6.6405 3.7518 0.8502 -1.6 -0.3 -0.1 -0.0738
N 5.5796 -0.4928 -1.0260 0.1 -0.5 0.0 0.0306
H 3.4548 2.1585 -0.5461 0.6 0.0 0.1 0.0341
H 3.3179 0.4006 -0.5527 -0.4 0.0 -0.1 0.0619
H 3.5360 1.3159 -2.0626 0.3 -0.3 0.0 0.0723
H 5.9257 1.4335 -1.5746 0.1 0.7 -0.1 0.1253
H 6.9795 1.1864 0.7087 0.2 0.5 -0.1 0.1297
H 5.3730 0.8737 1.3199 0.3 0.1 0.2 0.0818
H 7.4486 3.5517 0.1466 0.0 -0.2 0.0 0.0871
H 6.9871 3.7843 1.8831 0.3 0.0 0.0 0.0674
H 6.1790 4.7071 0.6005 0.3 0.1 0.1 0.0868
H 5.3678 -0.6319 -2.0037 -0.7 -0.3 -0.3 0.0479
H 6.5585 -0.7410 -1.0081 0.4 0.1 0.5 0.0949
C -1.9159 1.1085 -1.5471 0.4 -0.4 -0.3 -0.0580
C -0.4967 0.8968 -0.9598 0.0 -0.7 0.3 -0.3744
C -0.5368 0.3867 0.5433 1.5 -1.5 -0.5 -0.1198
O 0.8386 -0.0841 0.9310 -2.0 0.8 -0.1 -0.2139
C 0.9210 -0.6896 2.2296 1.0 0.8 -0.2 -0.1004
N 0.3648 0.1197 -1.8749 0.0 1.0 0.5 0.0772
H -2.2722 0.2566 -2.1263 0.1 -0.7 0.5 0.0625
H -1.9430 1.8455 -2.3497 0.3 0.5 0.3 0.0411
H -2.6594 1.3503 -0.7876 0.0 0.1 0.0 0.0760
H -0.0269 1.8775 -0.8848 0.1 0.2 -0.1 0.0923
H -1.2068 -0.4682 0.6356 -0.1 -0.3 -0.1 0.0916
H -0.8964 1.1276 1.2573 0.2 0.5 -0.1 0.1080
H 1.9329 -0.4915 2.5832 0.4 -0.2 -0.3 0.0570
H 0.7971 -1.7725 2.2414 -0.5 0.0 -0.2 0.0741
H 0.3670 -0.1726 3.0131 -0.9 -0.1 -0.2 0.0697
H 1.2415 -0.0665 -1.4093 0.2 0.0 0.1 0.0339
H 0.0948 -0.7747 -2.2586 -0.8 -0.2 0.4 0.0393
C -9.7681 0.1082 -3.9430 0.2 0.5 2.0 -0.0731
C -8.4146 -0.1975 -4.5716 0.6 0.0 1.5 -0.4041
C -7.1844 -0.1868 -3.5324 -0.5 0.0 -2.0 -0.2004
O -6.9315 1.1114 -3.0591 1.0 -0.1 1.3 -0.1662
C -5.8140 1.0647 -2.1484 0.4 0.7 -0.1 -0.1034
N -8.4601 -1.4846 -5.2322 -0.1 -0.3 -0.6 0.0127
H -10.4334 0.8070 -4.4502 0.0 -0.5 -0.5 0.0758
H -9.6174 0.5804 -2.9722 0.2 0.5 0.1 0.0667
H -10.2494 -0.8082 -3.6015 -0.4 -0.2 -0.6 0.0734
H -8.2955 0.5111 -5.3912 0.8 0.3 0.3 0.1331
H -6.3271 -0.5795 -4.0790 0.3 0.3 -0.6 0.1062
H -7.1914 -0.9028 -2.7106 -1.1 -0.1 0.4 0.1153
H -5.7938 0.2269 -1.4514 -0.5 -0.3 -0.1 0.0826
H -5.7160 1.9548 -1.5270 -0.9 0.3 -0.1 0.0807
H -4.8345 1.0706 -2.6266 0.0 -0.4 -0.8 0.0648
H -8.7621 -2.2035 -4.5903 0.2 -0.2 0.4 0.0658
H -9.2904 -1.3532 -5.7920 -0.1 -0.5 -0.8 0.0666
C -3.4342 -0.2478 3.8646 -0.6 -0.6 2.6 -0.0274
C -3.5417 -1.7568 4.3584 1.2 1.7 0.0 -0.4063
C -4.4849 -2.0558 5.5628 1.2 0.7 -0.3 -0.1726
O -4.0587 -1.3907 6.7791 -0.1 -0.2 -2.1 -0.1653
C -4.6190 -2.0372 7.8634 -1.0 0.1 1.0 -0.1510
N -3.8750 -2.5358 3.2040 -1.6 0.0 -0.3 0.0106
H -2.8026 -0.0090 3.0090 -0.1 -0.5 0.1 0.0625
H -3.1134 0.2976 4.7522 0.9 0.1 -0.1 0.0671
H -4.4128 0.2312 3.8313 -0.5 -0.4 -0.9 0.0723
H -2.5375 -2.1261 4.5668 0.2 0.5 0.9 0.1334
H -4.4828 -3.1421 5.6528 0.4 -0.3 0.5 0.1140
H -5.5339 -1.8566 5.3440 -0.2 0.7 -0.1 0.1246
H -4.0161 -2.8965 8.1569 -0.2 -0.2 0.2 0.0945
H -5.6594 -2.2963 7.6673 -0.1 -0.7 -0.3 0.0829
H -4.7835 -1.3535 8.6963 0.8 0.2 0.1 0.0880
H -4.6884 -2.0347 2.8764 -0.5 -0.3 -0.9 0.0828
H -4.2416 -3.4088 3.5555 0.0 -0.7 -0.4 0.0862
C -1.5248 -0.1920 -5.4856 0.0 0.6 0.3 -0.0516
C -3.0013 -0.4024 -5.8579 0.0 0.4 -1.1 -0.4119
C -3.4370 0.3274 -7.1729 1.2 0.5 1.0 -0.1748
O -3.0137 1.7168 -7.0649 -1.3 -0.5 -1.4 -0.2251
C -3.7501 2.4536 -8.0870 1.1 -0.1 1.2 -0.0883
N -3.2820 -1.8179 -6.0278 -0.1 -0.6 0.6 0.0302
H -1.3193 -0.4777 -4.4540 -0.2 -0.3 0.1 0.0631
H -1.1855 0.8429 -5.5309 -0.2 0.1 -0.3 0.0564
H -0.8601 -0.8082 -6.0910 -0.1 0.0 -0.3 0.0744
H -3.6500 -0.1104 -5.0320 0.0 0.6 -0.1 0.1214
H -4.4865 0.2539 -7.4581 -0.4 0.1 0.9 0.1118
H -2.9881 -0.1651 -8.0354 0.8 0.0 -0.1 0.1162
H -4.7915 2.5142 -7.7709 -0.2 -0.1 -0.4 0.0858
H -3.5921 1.9772 -9.0545 -0.3 -0.1 -0.1 0.0835
H -3.3494 3.4656 -8.1456 0.1 0.0 0.2 0.0773
H -3.3088 -2.1494 -5.0741 -0.5 -0.5 0.2 0.0671
H -2.4430 -2.2922 -6.3298 0.2 0.0 -0.7 0.0645
C -1.6059 3.7432 -5.0274 -0.6 0.7 0.8 -0.0544
C -1.4578 4.6338 -3.7601 0.8 -0.4 1.3 -0.4012
C -2.7790 4.7718 -3.0006 0.5 -0.5 -1.3 -0.2457
O -2.7359 5.6601 -1.9127 -0.6 0.7 0.4 -0.1778
C -4.0384 6.2422 -1.6555 1.1 0.6 -1.0 -0.0795
N -0.4050 4.2193 -2.8092 0.7 -0.2 -0.1 0.0478
H -0.6516 3.3728 -5.4018 -0.1 0.0 0.2 0.0804
H -2.0564 4.4081 -5.7644 0.1 -0.1 -0.4 0.0687
H -2.3457 2.9494 -4.9239 0.3 -0.3 0.2 0.0570
H -1.1712 5.5990 -4.1777 0.1 0.3 0.5 0.1312
H -3.0529 3.7857 -2.6255 -0.3 -0.2 -0.2 0.1120
H -3.3781 5.0475 -3.8685 -1.3 0.5 0.6 0.1208
H -4.0419 7.0687 -0.9448 0.8 -0.5 0.7 0.0806
H -4.7831 5.5025 -1.3615 -0.1 0.0 -0.3 0.0859
H -4.2253 6.8090 -2.5676 -1.0 -0.4 -0.3 0.0824
H -0.7103 3.4943 -2.1757 -0.4 -0.8 -0.5 0.0256
H -0.2367 4.9161 -2.0977 0.0 0.9 -0.4 0.0538
```
Forces are in eV/Å.

E_LUMO (eV): 0.3061
Highest occupied orbital energy (eV): -7.58
HOMO-LUMO gap (eV): 7.88



3.
An isolated molecule of C5H12N2O. Source: the Open Molecules 2025 dataset; level of theory: ωB97M-V with the def2-TZVPD basis set.

```
20
Properties=species:S:1:pos:R:3:forces:R:3:nbo_charge:R:1
C -2.4591 1.0097 0.3163 -0.1 0.1 -0.1 -0.5225
C -1.2695 0.5589 0.7074 0.1 0.3 0.0 0.2060
N -1.1026 -0.3033 1.7822 0.4 -0.4 0.2 -0.8190
C 0.0141 1.0242 0.0766 -0.1 -0.1 -0.3 -0.4712
C 0.8114 -0.0970 -0.6342 0.2 -0.3 0.2 0.3892
C 2.0841 -0.4709 0.1339 -0.3 0.1 -0.2 -0.6325
N -0.0131 -1.2826 -0.7625 0.2 -0.1 0.0 -0.8639
O 1.1703 0.4457 -1.9037 0.0 0.3 -0.2 -0.7330
H -3.3674 0.6839 0.7933 -0.2 -0.1 0.1 0.1909
H -2.5585 1.7543 -0.4512 0.1 0.1 -0.2 0.2032
H -0.3520 -0.9777 1.6226 -0.5 0.2 0.1 0.3836
H -1.9577 -0.7665 2.0582 0.1 0.0 0.0 0.3721
H -0.2064 1.7806 -0.6768 0.0 0.0 0.1 0.2426
H 0.6427 1.4784 0.8432 0.0 0.0 0.0 0.2224
H 1.8433 -0.7986 1.1400 0.0 -0.1 0.1 0.2139
H 2.6137 -1.2779 -0.3752 0.0 -0.1 0.0 0.1997
H 2.7387 0.3946 0.1909 0.1 0.1 0.0 0.2200
H -0.8970 -1.0494 -1.1976 -0.1 0.0 0.0 0.3778
H 0.4471 -1.9787 -1.3369 0.0 0.0 0.0 0.3586
H 1.8181 -0.1276 -2.3266 0.0 -0.1 0.1 0.4622
```
Forces are in eV/Å.

SMILES string: C=C(N)C[C@@](C)(N)O
E_LUMO (eV): 0.8267
Highest occupied orbital energy (eV): -8.18
HOMO-LUMO gap (eV): 9.01



4.
A structure of composition C6H11N2. Source: the Open Molecules 2025 dataset; level of theory: ωB97M-V with the def2-TZVPD basis set.

```
19
Properties=species:S:1:pos:R:3:forces:R:3:nbo_charge:R:1
C -1.1710 -0.6263 1.3134 -1.1 1.3 -1.2 -0.2549
C -1.3282 -0.1374 0.0615 -1.0 0.7 1.7 -0.1165
C 0.4893 -1.4477 -1.0495 -1.5 0.0 -1.8 -0.4400
C -0.4519 -0.4252 -0.9612 1.7 -0.6 -3.3 -0.0569
C -2.3256 0.9034 -0.2811 -0.9 2.6 1.6 -0.6375
C 2.3819 0.9571 0.7628 -0.9 3.0 -1.3 -0.4967
N 2.5612 -0.2701 0.2070 0.5 -5.7 -3.5 0.0667
N 2.2547 -1.1953 -0.4409 1.6 3.6 2.7 0.2035
H -1.9050 -0.1713 2.0164 1.1 -1.2 0.2 0.2428
H -0.3373 -1.2982 1.3853 -0.1 -0.4 1.3 0.2017
H 0.3435 -2.2849 -0.3987 0.2 -0.4 0.3 0.2384
H 0.7571 -1.7177 -2.0980 0.1 0.2 1.1 0.2644
H -0.6201 0.1607 -1.9109 0.5 -0.4 1.1 0.2303
H -1.7457 1.8485 -0.6251 -1.0 -1.4 0.6 0.2280
H -3.0007 0.6500 -1.1158 0.2 -0.1 0.5 0.2488
H -2.9243 1.1961 0.7103 1.0 -0.5 -2.5 0.2338
H 2.9687 1.7302 0.1580 -0.2 -1.2 1.0 0.2983
H 2.7194 0.8976 1.7928 -0.4 0.5 0.2 0.2906
H 1.3341 1.2304 0.4739 0.2 0.1 1.1 0.2553
```
Forces are in eV/Å.

E_LUMO (alpha / beta) (eV): -5.8539 / -5.8200
Highest occupied orbital energy (alpha / beta) (eV): -12.94 / -12.99
HOMO-LUMO gap (alpha / beta) (eV): 7.09 / 7.17
Total charge: +1



Maximum force for the records above, in order: 1.4, 8.5, 0.6, 6.7 eV/A